Formula: C5H11HoMgO4
Source: the OMol25 dataset
Level of theory: ωB97M-V/def2-TZVPD

Each line ends with the Mulliken spin population.
Geometry (Å):
Ho: 0.766 0.755 1.054  4.306
H: 2.840 -2.480 0.315  -0.002
O: 1.817 1.544 -0.148  -0.002
H: -2.577 2.860 0.375  0.000
H: 0.564 0.575 -1.807  0.002
C: -2.137 2.146 1.085  -0.003
H: 1.603 -2.510 1.540  0.003
C: -0.521 -0.190 -1.298  0.012
H: -0.787 -0.700 -2.231  0.001
O: -1.222 1.306 0.413  -0.011
C: 0.921 -1.994 -0.472  -0.002
H: -2.456 -0.106 -0.330  0.001
O: -0.174 -1.118 -0.262  -0.010
O: 2.237 -0.622 1.016  -0.016
C: -1.689 0.579 -0.727  -0.004
H: -2.882 1.503 1.577  0.000
H: 0.540 -3.013 -0.636  0.002
C: 1.941 -1.935 0.659  0.011
H: 1.438 -1.618 -1.373  0.003
H: -1.577 2.701 1.845  0.002
Mg: 3.412 1.005 0.868  0.707
H: -2.059 1.310 -1.461  0.000

Computed properties:
⟨S²⟩	8.76
LUMO level (alpha / beta)	-3.6002 / -3.9775	eV
total charge	+1
spin multiplicity	6
frontier orbital gap (alpha / beta)	5.810 / 9.356	eV



Formula: C5H11IN
Source: the OMol25 dataset
Level of theory: ωB97M-V/def2-TZVPD

Each line ends with the Mulliken charge.
Geometry (Å):
C: -0.538 1.404 1.030  -1.198
H: -1.727 -2.267 -0.743  0.388
H: -0.182 -0.720 -1.603  0.522
H: 0.251 1.702 1.731  0.327
H: 2.086 0.113 1.550  0.444
H: -0.801 2.362 0.700  0.353
H: -1.951 -1.540 0.708  0.383
H: 1.731 2.016 -0.496  0.322
C: 2.041 -0.079 0.435  -0.559
N: -1.251 -1.630 -0.156  -0.071
C: -0.073 0.627 -0.140  0.692
H: -1.485 0.944 1.443  0.297
I: 1.919 -2.235 0.065  0.067
C: -0.904 -0.298 -0.890  -1.266
H: -1.666 0.182 -1.407  0.448
C: 1.376 0.920 -0.575  -0.483
H: -0.303 -2.074 -0.016  0.016
H: 1.478 0.573 -1.636  0.318

Computed properties:
LUMO level (alpha / beta)	-4.0069 / -3.9771	eV
total charge	+1
frontier orbital gap (alpha / beta)	8.121 / 7.971	eV
energy relative to the best compared isomer or geometry (same formula, charge and spin)	368.3	kJ/mol



Formula: C5H11IN
Source: the OMol25 dataset
Level of theory: ωB97M-V/def2-TZVPD

Each line ends with the Mulliken charge.
Geometry (Å):
H: 0.807 1.147 0.728  0.239
H: -1.483 3.394 -0.221  0.297
C: 2.258 -1.172 0.363  -1.435
H: -0.366 2.549 1.107  0.278
C: -1.126 2.458 0.301  -0.731
H: 2.284 -1.242 1.415  0.506
H: -0.540 -1.572 0.967  0.382
H: 0.977 -0.908 -1.495  0.269
H: 0.493 -2.762 0.138  0.413
C: 0.320 0.651 -0.097  0.064
H: -2.068 2.265 0.799  0.355
C: -0.103 -1.843 -0.013  -1.366
C: 0.893 -0.725 -0.392  0.474
I: 3.781 0.185 -0.251  0.090
H: -1.393 0.935 -1.030  0.282
N: -0.741 1.331 -0.424  -0.046
H: 2.626 -2.058 -0.139  0.576
H: -0.894 -2.152 -0.769  0.354

Computed properties:
LUMO level	-4.8865	eV
total charge	+1
frontier orbital gap	8.004	eV
energy relative to the best compared isomer or geometry (same formula, charge and spin)	130.5	kJ/mol



Formula: C5H11IOP
Source: the OMol25 dataset
Level of theory: ωB97M-V/def2-TZVPD

Each line ends with the Mulliken charge.
Geometry (Å):
O: 0.534 -1.863 1.086  -0.461
H: -0.446 1.361 -1.451  0.409
H: 0.069 -2.669 1.344  0.328
H: 1.479 2.122 1.963  0.404
C: 0.180 0.496 -1.428  -0.724
H: 0.844 2.807 0.266  0.345
H: -0.342 2.110 1.421  0.425
C: -0.349 -0.745 0.970  -0.129
C: 0.674 2.091 1.166  -1.001
C: -1.417 -0.867 -0.145  -0.771
I: 3.124 -0.072 0.161  0.163
H: -1.966 -1.769 -0.286  0.368
H: -0.510 -0.495 2.029  0.523
H: -1.267 -1.040 -2.255  0.415
H: 0.925 0.566 -2.254  0.376
P: 0.798 0.517 0.246  0.195
H: 0.275 -1.663 -1.227  0.314
C: -0.560 -0.877 -1.438  -0.542
H: -2.042 -0.009 -0.168  0.365

Computed properties:
LUMO level	-4.2590	eV
total charge	+1
frontier orbital gap	9.839	eV
energy relative to the best compared isomer or geometry (same formula, charge and spin)	0.0	kJ/mol



Formula: C5H11LaNP
Source: the OMol25 dataset
Level of theory: ωB97M-V/def2-TZVPD

Each line ends with the Mulliken charge.
Geometry (Å):
La: 0.471 -1.122 1.132  0.646
H: -0.175 -3.744 1.826  0.069
H: -0.285 -0.366 3.649  0.272
C: -0.377 2.830 -1.822  -0.377
H: -2.343 1.844 -2.304  0.366
H: 0.547 1.044 3.592  0.278
H: -1.279 -4.212 -0.269  0.127
C: -0.540 0.549 -2.107  -0.367
P: -0.124 -3.555 0.347  -0.285
N: 0.473 0.098 3.211  -0.725
H: -0.645 3.878 -1.751  0.403
H: 1.886 2.925 -1.721  0.366
H: 1.319 -0.413 3.490  0.268
C: -1.265 1.762 -2.166  -0.692
H: 1.752 0.174 -1.930  0.415
C: 0.981 2.339 -1.855  -0.735
H: 1.129 -4.211 -0.087  0.107
C: 0.922 0.920 -1.895  -0.507
H: -0.867 -0.493 -2.285  0.369

Computed properties:
LUMO level (alpha / beta)	-1.2025 / -0.5222	eV
total charge	0
frontier orbital gap (alpha / beta)	4.716 / 4.986	eV
energy relative to the best compared isomer or geometry (same formula, charge and spin)	367.5	kJ/mol



Formula: C5H11N
Source: the OMol25 dataset
Level of theory: ωB97M-V/def2-TZVPD

Each line ends with the Mulliken spin population.
Geometry (Å):
H: -0.816 -1.318 0.093  0.096
H: -3.109 -0.448 -0.546  -0.001
C: -0.427 0.481 1.138  0.762
H: 0.489 1.568 -0.411  -0.142
N: -1.221 -0.440 0.373  -0.218
H: 2.153 -1.779 -1.425  0.089
C: 1.740 -0.194 -0.009  0.321
C: 0.856 0.917 0.411  0.406
H: -1.090 1.357 1.263  -0.037
H: 1.422 1.564 1.113  -0.116
C: 1.556 -0.909 -1.191  0.337
C: -2.148 0.071 -0.605  0.252
H: -0.175 0.081 2.128  -0.469
H: 2.735 -0.268 0.429  -0.149
H: -2.343 1.130 -0.422  -0.129
H: 0.621 -0.897 -1.728  0.038
H: -1.768 -0.043 -1.629  -0.039

Computed properties:
⟨S²⟩	0.75
LUMO level (alpha / beta)	4.3981 / 4.1558	eV
total charge	-1
spin multiplicity	2
frontier orbital gap (alpha / beta)	3.243 / 7.935	eV
energy relative to the best compared isomer or geometry (same formula, charge and spin)	108.6	kJ/mol



Formula: C5H11N
Source: the OMol25 dataset
Level of theory: ωB97M-V/def2-TZVPD

Each line ends with the Mulliken charge.
Geometry (Å):
C: -0.487 -1.367 0.121  -0.637
H: -1.513 -0.221 -1.358  0.303
C: -1.420 -0.233 -0.274  -0.539
H: -0.832 1.144 1.249  0.325
H: -0.487 -1.425 1.229  0.330
H: -0.874 -2.327 -0.204  0.386
C: 0.648 1.253 -0.288  -0.569
H: 0.693 1.359 -1.366  0.312
C: -0.828 1.104 0.160  -0.706
H: 2.501 0.116 -0.241  0.351
H: -2.400 -0.413 0.173  0.318
H: -1.437 1.949 -0.196  0.284
N: 0.859 -1.161 -0.382  -0.428
C: 1.474 0.045 0.153  -0.608
H: 1.539 -0.010 1.264  0.327
H: 1.445 -1.976 -0.177  0.234
H: 1.119 2.163 0.139  0.315

Computed properties:
LUMO level	1.1735	eV
total charge	0
frontier orbital gap	9.891	eV
energy relative to the best compared isomer or geometry (same formula, charge and spin)	0.0	kJ/mol



Formula: C5H11N
Source: the OMol25 dataset
Level of theory: ωB97M-V/def2-TZVPD

Each line ends with the Mulliken charge.
Geometry (Å):
C: 0.506 0.368 -0.011  0.630
H: 0.937 0.120 -2.227  0.310
H: 0.243 2.459 0.473  0.293
N: -1.253 -0.316 1.528  -0.493
H: 2.226 0.485 -1.239  0.372
H: -1.104 -1.052 -1.716  0.384
H: -1.855 -1.081 1.747  0.186
C: 1.292 -0.078 -1.205  -1.426
H: 0.606 1.488 1.855  0.314
H: 1.903 1.918 0.695  0.400
C: -1.125 -1.325 -0.651  -1.576
H: -2.214 -1.522 -0.695  0.445
C: -0.733 -0.187 0.216  0.755
C: 0.862 1.615 0.795  -1.416
H: -0.705 -2.318 -0.505  0.351
H: -1.214 0.536 2.041  0.153
H: 1.629 -1.111 -1.102  0.318

Computed properties:
LUMO level	1.0082	eV
total charge	0
frontier orbital gap	8.321	eV
energy relative to the best compared isomer or geometry (same formula, charge and spin)	145.2	kJ/mol



Formula: C5H11N
Source: the OMol25 dataset
Level of theory: ωB97M-V/def2-TZVPD

Each line ends with the Mulliken charge.
Geometry (Å):
C: 3.087 -0.401 0.332  -0.666
H: 2.056 -0.568 -1.519  0.273
H: -0.153 -1.019 0.186  0.277
H: 0.988 1.122 0.867  0.288
H: -3.679 -0.069 0.198  0.352
C: -2.694 -0.525 0.000  -1.209
N: -0.286 -0.138 -0.332  -0.359
H: 0.743 1.595 -0.842  0.283
H: -2.587 -1.358 0.674  0.325
H: -2.704 -0.963 -1.005  0.324
C: 0.881 0.720 -0.165  -0.498
H: 3.074 0.063 1.329  0.211
C: 2.099 -0.102 -0.517  -0.122
H: -1.718 1.318 -0.554  0.278
C: -1.542 0.444 0.112  -0.335
H: 3.945 -1.011 0.111  0.279
H: -1.510 0.892 1.125  0.300

Computed properties:
LUMO level	1.2239	eV
total charge	0
frontier orbital gap	10.172	eV
energy relative to the best compared isomer or geometry (same formula, charge and spin)	97.0	kJ/mol



Formula: C5H11N
Source: the OMol25 dataset
Level of theory: ωB97M-V/def2-TZVPD

Each line ends with the Mulliken charge.
Geometry (Å):
H: 0.465 -1.805 0.979  0.237
C: 0.512 1.283 0.408  -1.036
H: -3.115 0.387 -1.089  0.354
H: 2.725 -0.583 1.230  0.323
C: 2.292 -1.002 0.305  -0.917
H: -1.462 -1.303 -0.269  0.310
N: 0.861 -1.114 0.366  -0.213
H: -1.860 -0.197 0.985  0.264
H: -0.126 2.157 0.396  0.265
C: -1.383 -0.252 0.005  -0.471
H: 2.807 -1.938 0.124  0.298
H: -2.201 1.729 -0.642  0.317
C: 0.108 0.031 0.172  0.564
H: -1.641 0.645 -1.949  0.315
H: 1.561 1.567 0.418  0.255
H: 2.526 -0.294 -0.485  0.319
C: -2.068 0.690 -0.954  -1.184

Computed properties:
LUMO level	1.0862	eV
total charge	0
frontier orbital gap	9.037	eV
energy relative to the best compared isomer or geometry (same formula, charge and spin)	103.0	kJ/mol



Formula: C5H11N
Source: the OMol25 dataset
Level of theory: ωB97M-V/def2-TZVPD

Each line ends with the Mulliken charge.
Geometry (Å):
H: 1.167 -1.890 -2.254  0.353
H: 0.619 1.726 1.822  0.249
H: -0.953 -0.753 0.775  0.361
H: 1.825 -1.131 0.237  0.189
C: 0.536 0.715 1.427  -0.594
H: -2.276 1.036 -0.570  0.267
C: 0.540 -1.457 -1.468  -1.126
H: 2.180 -0.087 -1.135  0.353
H: 1.042 -0.049 2.020  0.272
C: -1.800 1.256 0.392  -1.347
N: 0.579 0.575 -0.017  -0.327
C: 1.360 -0.535 -0.564  -0.290
H: -2.565 1.207 1.175  0.332
H: 0.097 -2.286 -0.906  0.315
C: -0.668 0.296 0.669  0.382
H: -1.412 2.279 0.347  0.325
H: -0.272 -0.903 -1.950  0.286

Computed properties:
LUMO level	1.2525	eV
total charge	0
frontier orbital gap	10.171	eV
energy relative to the best compared isomer or geometry (same formula, charge and spin)	120.4	kJ/mol



Formula: C5H11N
Source: the OMol25 dataset
Level of theory: ωB97M-V/def2-TZVPD

Each line ends with the Mulliken charge.
Geometry (Å):
H: -0.600 2.182 -1.318  0.228
C: 1.212 -0.883 1.163  -1.292
H: -1.250 2.068 1.290  0.294
H: 1.372 -1.890 1.260  0.475
H: -2.026 0.473 1.136  0.192
H: -1.611 0.457 -1.320  0.261
H: -0.633 -1.394 0.204  0.302
C: -1.079 1.246 -0.771  -0.340
H: 1.627 -0.450 -1.611  0.325
H: 1.293 -2.217 -1.224  0.342
H: 1.089 -0.217 2.181  0.250
C: 0.164 -0.721 0.047  0.561
C: 0.801 -1.164 -1.236  -1.345
C: -1.271 1.208 0.738  -0.529
H: -0.007 -1.287 -2.101  0.295
N: -0.067 0.674 0.161  -0.285
H: 2.252 -0.560 0.737  0.266

Computed properties:
LUMO level	1.2030	eV
total charge	0
frontier orbital gap	10.220	eV
energy relative to the best compared isomer or geometry (same formula, charge and spin)	273.8	kJ/mol



Formula: C5H11N
Source: the OMol25 dataset
Level of theory: ωB97M-V/def2-TZVPD

Each line ends with the Mulliken charge.
Geometry (Å):
H: -0.943 -1.821 -0.867  0.283
H: 2.662 0.261 1.278  0.205
H: -0.749 -0.324 1.869  0.435
H: 1.274 -0.267 -1.560  0.230
C: -0.572 2.085 -0.451  -0.915
H: -1.247 2.260 0.391  0.255
C: -1.398 -1.518 0.081  -1.023
C: 1.637 -0.673 -0.610  -0.405
C: -0.433 -0.744 0.920  -0.203
H: -2.283 -0.909 -0.148  0.269
H: -0.346 3.026 -0.951  0.343
H: -1.754 -2.422 0.590  0.328
C: 1.900 0.258 0.514  -0.481
H: 2.060 -1.677 -0.678  0.281
H: 0.378 1.676 -0.080  0.118
H: -1.037 1.392 -1.157  0.203
N: 0.765 -0.466 0.534  0.076

Computed properties:
LUMO level (alpha / beta)	1.0799 / 1.0799	eV
total charge	0
frontier orbital gap (alpha / beta)	8.161 / 8.161	eV
energy relative to the best compared isomer or geometry (same formula, charge and spin)	389.2	kJ/mol



Results for molecular weight: 324.37, 212.05, 212.05, 245.02, 255.03, 85.15, 85.15, 85.15, 85.15, 85.15, 85.15, 85.15, 85.15 (in g mol⁻¹, following the order of the records).
Results for electronic energy: -1645.9347, -549.1622, -549.2528, -911.1377, -624.5266, -251.7583, -251.8625, -251.8072, -251.8256, -251.8233, -251.8167, -251.7583, -251.7143 (in a.u., following the order of the records).